Molecular formula: C54H119N5O8
Method: DFT, ωB97M-V/def2-TZVPD

CARTESIAN COORDINATES (ANGSTROEM)
O 6.355 -4.296 -2.645
O -1.069 4.365 -4.288
O -1.664 -2.991 0.603
O -4.295 -3.193 3.221
O 1.007 -1.601 -1.582
O -2.136 1.572 -3.309
O -2.691 3.554 -1.611
O 5.283 1.639 3.341
N 5.731 -3.076 -2.938
N -3.491 -2.193 2.807
N -0.740 -3.801 -0.111
N -3.173 3.526 -0.248
N 3.924 1.954 2.952
C -1.964 -0.394 -4.768
C -1.410 -4.628 -1.137
C -3.241 -0.322 1.311
C -2.274 5.950 -0.070
C -3.658 -0.249 -2.980
C 0.994 -3.296 1.450
C -1.857 -0.683 3.414
C -4.637 3.655 -0.264
C -0.550 0.113 -0.831
C 4.796 3.904 1.788
C 3.850 3.460 2.895
C 1.359 3.137 3.500
C -5.108 3.673 1.229
C 4.439 -2.798 -0.822
C -2.737 -1.705 3.995
C -0.290 -5.349 1.819
C 3.366 1.234 5.339
C 1.572 1.614 3.571
C -0.901 4.012 0.452
C 0.287 -4.411 0.757
C -5.184 2.376 -0.877
C 3.962 -0.901 -3.355
C -4.227 -1.321 1.831
C 1.335 -5.139 -0.135
C 1.323 4.456 -4.393
C -2.356 -5.690 -0.502
C -2.396 4.502 0.499
C 5.464 -4.017 -5.116
C 4.779 -3.168 -4.030
C 6.824 -2.125 -0.986
C -0.269 -5.226 -2.053
C -2.915 0.568 -4.028
C 0.754 -6.074 -1.177
C -0.018 6.490 -4.805
C -3.530 -1.188 5.190
C -5.146 4.864 -0.957
C -2.884 4.427 1.957
C 4.400 -1.816 -4.527
C 3.145 -0.250 3.464
C -4.778 -2.214 0.677
C 4.292 4.133 4.162
C 5.106 -0.890 -2.350
C 1.835 0.340 -0.253
C 3.470 -3.935 -3.718
C 5.516 -2.260 -1.807
C -4.340 4.601 2.161
C 0.874 -0.177 -1.253
C -5.524 -0.690 2.482
C -2.535 0.391 2.481
C -1.853 -2.839 4.575
C 3.021 1.244 3.887
C 2.404 3.754 2.530
C -2.136 -3.611 -1.997
C 0.071 5.227 -4.046
H -2.336 5.186 2.540
H -1.741 2.186 -3.909
H -1.878 4.814 -4.319
H 1.189 4.176 -5.417
H -1.496 6.449 0.455
H 1.925 -3.639 1.967
H 1.568 -6.488 -1.745
H 4.462 -2.183 0.102
H 7.038 -3.034 -0.450
H 0.432 -2.660 2.160
H -3.212 0.978 3.144
H 3.620 0.105 -3.657
H 2.226 4.885 2.455
H 5.671 -4.931 -2.509
H -1.893 5.859 -1.101
H 2.822 -3.307 -3.176
H 2.341 -0.810 3.873
H 0.374 -2.115 -0.991
H 6.032 -0.356 -2.718
H -2.304 -4.028 -2.978
H -4.367 -1.060 -3.317
H 7.738 -1.892 -1.605
H -2.919 -0.693 -2.286
H -3.605 1.025 -4.742
H 2.042 -4.463 -0.636
H -4.056 -2.908 0.251
H -2.928 -5.290 0.342
H 0.866 7.105 -4.775
H 4.085 -0.759 3.852
H -4.575 4.944 -1.951
H -0.730 3.072 0.951
H -2.360 -3.589 5.200
H 0.112 5.397 -2.965
H -1.125 -4.931 2.400
H -4.852 -2.819 3.937
H 5.824 3.773 2.119
H -2.157 -3.498 1.269
H 0.133 -6.817 -0.739
H -6.217 4.719 -1.207
H 1.320 -2.614 0.663
H -0.625 -5.961 -2.724
H -2.989 -6.085 -1.278
H -4.282 -1.882 5.566
H -4.604 5.681 1.937
H 4.748 -0.322 -1.491
H 1.493 1.267 0.214
H -3.754 0.442 0.736
H 5.313 0.697 3.207
H 0.326 3.251 3.263
H -0.478 3.952 -0.528
H 5.072 -3.853 -6.138
H 0.218 -4.448 -2.509
H -0.610 -0.227 0.179
H 4.557 5.187 3.912
H 2.849 0.446 5.845
H 2.817 0.409 -0.624
H -0.794 7.151 -4.502
H -1.514 -3.321 3.665
H -4.328 0.353 -2.362
H -5.134 2.623 1.675
H 5.093 3.592 4.671
H 3.032 -4.352 -4.629
H -6.129 -1.503 2.995
H 3.560 4.381 4.940
H 3.174 -0.277 2.393
H -0.201 4.770 0.895
H -2.457 2.651 -1.849
H 5.466 -5.096 -4.965
H -2.617 3.451 2.359
H -2.732 -0.974 5.966
H -6.260 2.298 -0.762
H -3.134 6.647 -0.127
H 2.177 5.108 -4.251
H -5.553 -2.901 1.022
H -5.296 0.067 3.255
H -4.694 1.477 -0.554
H 6.555 -3.779 -5.202
H 3.421 -2.699 -1.177
H 5.207 -1.325 -4.993
H 4.395 1.102 5.510
H -5.006 5.784 -0.394
H 4.639 4.970 1.661
H -3.086 -3.300 -1.561
H -0.986 -2.509 5.147
H 4.594 -3.821 -0.395
H -6.164 3.981 1.322
H 4.672 3.431 0.818
H 6.700 -1.401 -0.273
H 0.863 1.218 4.370
H -1.698 1.055 2.242
H 3.086 2.085 5.908
H -0.791 1.184 -0.834
H 1.313 1.090 2.683
H 3.087 -1.319 -2.821
H -1.631 -2.637 -2.195
H -1.303 -0.124 4.144
H 1.869 -0.315 0.676
H 3.593 -1.960 -5.281
H 1.185 3.603 -3.780
H 0.445 -5.596 2.570
H -1.228 -0.413 -1.519
H -1.725 -6.420 -0.121
H 3.667 -4.868 -3.144
H 1.064 0.280 -2.213
H -1.196 -0.752 -4.022
H -5.188 -1.542 -0.089
H -0.665 -6.239 1.404
H 1.965 -5.740 0.569
H 1.518 3.491 4.513
H 2.246 3.401 1.495
H -0.152 6.302 -5.893
H -1.090 -1.238 2.794
H -1.473 0.026 -5.691
H -5.095 2.468 -1.995
H -4.586 4.363 3.192
H -6.158 -0.134 1.750
H -2.487 -1.315 -5.103
H -4.133 -0.270 5.011
H -2.580 -0.825 0.659

Atomic forces in eV per Å
O 0.790 0.682 -0.057
O 2.488 -1.394 -0.252
O 0.599 -0.211 -0.320
O -1.895 -1.848 1.161
O -0.790 0.093 1.430
O -1.153 -1.508 0.195
O -0.564 0.713 0.657
O -0.334 0.632 0.013
N 0.957 -0.013 -1.321
N 1.087 0.536 -0.438
N 0.710 0.125 -0.173
N 0.502 -0.299 -0.822
N 0.084 0.763 0.265
C 0.654 -0.489 -0.179
C 0.655 0.637 -0.063
C -0.499 1.906 1.107
C -0.808 -0.192 -1.159
C -0.838 -0.475 0.918
C 1.524 1.428 0.574
C 1.564 1.228 -2.117
C -0.021 -0.994 2.179
C 0.168 0.127 -0.862
C 0.202 0.424 0.156
C -0.400 -1.608 -0.162
C 1.587 -1.295 -0.263
C -0.751 -0.985 0.816
C 0.085 0.177 1.404
C -0.550 -0.181 0.335
C -0.208 0.641 0.568
C -0.623 0.666 0.669
C -0.369 0.570 1.817
C 0.292 1.303 0.946
C -0.471 -0.301 0.125
C -0.480 0.882 -2.299
C -0.321 -0.916 0.036
C -1.524 -0.640 0.866
C 0.422 -0.839 1.011
C -1.622 0.756 -0.219
C 0.176 1.894 -1.013
C 1.350 0.191 0.211
C 1.656 0.501 -1.334
C -0.004 -2.362 -0.492
C 0.851 -1.384 -2.522
C -0.128 -2.398 3.653
C 0.722 -0.759 -0.029
C -1.111 2.577 -0.377
C -0.026 0.693 -1.866
C -0.197 1.379 0.427
C -0.004 0.580 -2.501
C 1.465 0.392 0.159
C -1.894 0.980 0.245
C 1.855 0.209 0.520
C 0.145 -0.079 0.441
C 0.096 1.794 1.155
C 0.552 1.330 0.432
C -0.443 -0.973 2.752
C 1.101 -1.515 0.044
C -0.209 -0.027 1.331
C -0.692 1.144 -0.985
C -0.926 -0.776 -1.248
C 0.065 0.048 0.554
C 0.547 -1.242 1.404
C -0.393 -0.593 -0.951
C -0.093 -1.686 -0.761
C -1.470 1.572 -0.453
C -0.802 0.928 -0.431
C -0.445 -0.293 0.755
H 0.019 -0.265 -0.136
H 0.481 0.805 -0.821
H -1.663 1.389 0.169
H 0.424 -0.325 -0.816
H 0.575 0.485 0.691
H -0.757 0.068 -0.313
H 0.063 -0.394 -0.458
H 0.040 -0.021 -0.429
H 0.042 -0.532 0.052
H -0.106 -0.726 -0.260
H 0.080 -0.260 -0.747
H 0.549 -0.325 -0.087
H 0.462 -1.353 0.256
H -1.088 -0.992 0.422
H -0.248 -0.027 0.224
H -1.242 0.451 0.583
H -0.859 -0.542 0.191
H 0.885 0.537 -0.898
H -0.947 -0.602 0.098
H -0.392 -0.287 -0.402
H 1.158 0.690 -0.340
H -1.106 -0.155 0.394
H -0.505 0.065 -0.443
H 0.016 0.245 0.152
H -0.451 0.273 0.209
H 0.398 0.519 -0.115
H -0.135 0.080 -0.382
H 0.654 -0.013 0.389
H -0.911 0.669 -0.349
H -0.886 0.108 1.328
H -0.183 -0.428 0.237
H -0.205 0.351 -0.318
H -0.167 0.330 0.064
H 0.165 0.238 -0.340
H 0.020 -0.449 -0.383
H 0.057 -0.084 -0.084
H 0.040 -0.142 0.102
H -0.054 -1.138 0.504
H 0.484 0.274 0.194
H 0.259 0.134 0.136
H -0.986 -0.255 -1.173
H -0.445 -0.259 -0.079
H 0.348 -0.375 0.294
H 0.030 -1.072 0.391
H 0.220 0.206 0.213
H 0.149 0.363 -0.593
H -0.190 0.005 -0.243
H 0.233 -0.551 -0.284
H -0.668 0.790 -0.534
H -0.321 -0.287 -1.002
H -0.261 0.109 0.592
H 1.135 1.945 -1.367
H -0.576 -0.491 0.811
H 0.600 -0.766 0.014
H -0.374 -0.841 0.112
H 1.301 0.290 -0.379
H -0.994 0.385 0.392
H 0.476 -0.490 0.115
H 0.315 0.325 -0.092
H 0.473 1.050 -0.680
H 0.158 0.330 -0.341
H -0.170 0.585 -0.051
H 0.511 1.002 -0.838
H -0.513 -0.843 -0.222
H -0.178 -0.313 -0.624
H -0.835 -0.550 0.241
H -0.085 -0.389 -0.049
H -0.381 0.006 0.354
H 0.273 -0.203 -0.059
H -1.294 -0.232 -0.555
H -0.258 -0.031 0.520
H 0.195 -0.753 0.335
H 0.310 -0.453 0.248
H -0.284 0.415 0.185
H 0.096 -0.371 -0.281
H 0.208 -0.160 0.264
H -0.829 0.108 0.223
H -0.188 -0.134 -0.273
H 1.196 0.416 -0.782
H 1.428 -0.278 0.058
H -0.133 -0.055 -0.015
H 0.025 0.284 -0.160
H -0.115 -0.276 -0.084
H -0.093 0.475 -0.141
H 0.128 0.519 -0.881
H 0.155 -0.146 -0.612
H -0.267 -0.336 0.084
H -0.335 2.119 1.761
H 1.048 0.216 -0.762
H -0.360 0.068 -0.627
H -0.323 1.302 0.251
H 0.121 -0.191 -0.121
H -0.422 -0.097 -1.113
H 0.254 0.063 -0.400
H 0.334 -0.923 0.439
H 0.321 0.090 0.755
H -0.028 0.254 -1.186
H 0.442 0.230 0.422
H 1.056 -1.138 0.604
H 0.453 -0.110 0.102
H 0.142 0.250 0.602
H 0.688 -1.733 0.572
H 0.020 0.570 0.107
H 0.100 0.414 -0.368
H -0.512 0.494 -0.860
H 0.122 -0.279 0.057
H -0.257 -1.311 -0.433
H -0.336 0.470 -0.346
H -0.015 0.423 0.142
H -0.106 -0.119 0.383
H -0.092 -0.157 0.578
H -0.668 0.628 0.455
H -0.326 -0.149 1.085
H 0.282 -0.283 0.870
H -0.209 0.261 0.125
H 0.428 -0.768 0.273
H 0.046 0.606 0.185
H 0.730 -0.292 -0.019
H 1.002 -0.474 -0.517

Computed properties:
Relative energy (zero: lowest compared OMol25 entry of this formula, charge and spin)   28.83 kcal/mol
SMILES   CC1(C)CCCC(C)(C)N1O.CC1(C)CCCC(C)(C)N1O.CC1(C)CCCC(C)(C)N1O.CC1(C)CCCC(C)(C)N1O.CC1(C)CCCC(C)(C)N1O.CC(C)O.CC(C)O.CC(C)O
Net charge   0
F_max   4.37 eV/Å
Gap between HOMO and LUMO   8.452 eV

These are the Mulliken partial charges, in e, on atoms 1 to 99:
1. O -0.5023
2. O -0.4541
3. O 1.6433
4. O -0.7404
5. O 0.0321
6. O 0.1168
7. O -0.1931
8. O -0.6424
9. N 0.2807
10. N 1.4310
11. N -0.0589
12. N 1.3390
13. N 0.4283
14. C -1.0143
15. C 2.0143
16. C 0.9334
17. C -1.6171
18. C 0.0377
19. C -0.7924
20. C -0.7983
21. C 2.0903
22. C 0.3131
23. C -1.8631
24. C 1.9368
25. C -1.0366
26. C -0.9725
27. C -1.0200
28. C 1.3572
29. C -1.6821
30. C -2.2892
31. C -0.2393
32. C -1.4560
33. C 2.4955
34. C -0.6344
35. C 1.2999
36. C 1.8821
37. C -0.3941
38. C -1.2618
39. C -1.8374
40. C 1.3564
41. C -1.9284
42. C 1.8759
43. C -2.2320
44. C -1.7282
45. C 0.2049
46. C -1.1262
47. C -1.6253
48. C -1.8155
49. C -1.8118
50. C -0.6361
51. C -1.6970
52. C -2.5371
53. C -1.1378
54. C -1.7489
55. C -1.4332
56. C 0.7758
57. C -1.2206
58. C 1.8158
59. C -0.8081
60. C 0.4765
61. C -1.7347
62. C 0.3837
63. C -1.2388
64. C 2.2969
65. C -1.2106
66. C -1.5571
67. C 1.1721
68. H 0.4682
69. H -0.1159
70. H 0.2213
71. H 0.3559
72. H 0.5507
73. H 0.6085
74. H 0.6034
75. H 0.3560
76. H 0.4195
77. H -0.6040
78. H 0.7135
79. H 0.4391
80. H 0.4560
81. H 0.3794
82. H 0.2515
83. H -0.1750
84. H 0.5208
85. H -1.0870
86. H 0.3307
87. H 0.6003
88. H 0.5139
89. H 0.4072
90. H -0.2881
91. H 0.4902
92. H -0.7849
93. H -0.2484
94. H 0.0017
95. H 0.4305
96. H 0.4835
97. H 0.1263
98. H -0.3275
99. H 0.3306